[1]
Entry from the Open Molecules 2025 dataset: a cluster of 2 separate species, C2H3Cl2OP in total in a non-equilibrium geometry (ωB97M-V/def2-TZVPD).

Atoms and positions in Å:
1 C 1.005 0.023 -0.370
2 C -1.205 0.651 -0.577
3 O 1.798 0.758 -0.799
4 P 1.184 -1.591 0.450
5 Cl -2.275 -0.528 -0.149
6 Cl -1.294 2.005 0.584
7 H -1.246 1.017 -1.526
8 H -0.028 -1.422 1.111
9 H 2.061 -0.913 1.276

Force components x, y, z for each atom (eV/Å):
C -2.66 0.78 -0.93
C 4.12 0.50 2.96
O 0.01 0.29 -0.08
P -0.06 -0.44 -0.82
Cl -1.39 -1.93 0.16
Cl 0.19 0.02 -0.33
H -0.30 0.78 -2.53
H -0.15 0.02 0.63
H 0.25 -0.03 0.94

Properties
Frontier orbital gap (spin up / spin down) in eV: 8.279 / 8.281
Energy above the lowest of the compared OMol25 structures with the same formula, charge and spin in kJ/mol: 412.48

[2]
Entry from the Open Molecules 2025 dataset: a structure of composition C17H21N3O4PRe in a non-equilibrium geometry (ωB97M-V/def2-TZVPD).

Atoms and positions in Å:
1 Re -15.435 -2.054 1.541
2 C -19.626 -2.318 0.661
3 C -18.309 -1.973 1.277
4 N -17.233 -2.644 1.038
5 N -17.355 -3.762 0.168
6 C -16.105 -4.013 -0.236
7 O -15.093 -3.269 0.149
8 C -15.850 -5.123 -1.101
9 C -14.534 -5.464 -1.514
10 C -14.228 -6.431 -2.446
11 C -15.309 -6.917 -3.140
12 C -16.566 -6.584 -2.882
13 C -16.956 -5.700 -1.872
14 C -18.098 -0.815 2.142
15 C -19.127 -0.166 2.806
16 C -18.845 0.839 3.755
17 C -17.515 1.149 4.005
18 C -16.510 0.446 3.333
19 N -16.797 -0.577 2.483
20 H -19.911 -1.520 -0.027
21 H -19.646 -3.281 0.150
22 H -20.330 -2.385 1.458
23 H -13.858 -4.999 -1.001
24 H -13.133 -6.699 -2.480
25 H -15.133 -7.667 -3.865
26 H -17.447 -6.796 -3.502
27 H -17.916 -5.298 -1.646
28 H -20.190 -0.425 2.553
29 H -19.624 1.470 4.126
30 H -17.229 2.066 4.514
31 H -15.453 0.730 3.360
32 C -11.942 -1.851 1.627
33 O -13.332 -1.758 2.250
34 P -14.094 -2.542 3.458
35 O -14.093 -1.639 4.703
36 C -12.887 -1.343 5.667
37 O -13.505 -3.910 3.689
38 C -13.568 -4.923 4.819
39 H -11.854 -0.788 1.206
40 H -12.010 -2.665 0.916
41 H -11.295 -2.011 2.459
42 H -12.504 -2.273 6.034
43 H -13.450 -0.821 6.487
44 H -12.326 -0.565 5.190
45 H -14.004 -4.301 5.549
46 H -12.536 -5.258 4.987
47 H -14.244 -5.647 4.427

Force components x, y, z for each atom (eV/Å):
Re -0.18 1.60 1.54
C 0.75 -0.15 0.02
C -1.20 0.60 -0.36
N -0.41 -1.51 -1.42
N 2.57 0.89 0.54
C -3.00 -2.44 -0.88
O 1.58 0.89 0.66
C -0.97 -0.87 -2.77
C -4.13 -1.80 -1.06
C 1.28 1.05 1.49
C 2.62 -1.90 -0.81
C -5.39 2.33 0.85
C 3.57 0.76 1.30
C -0.33 -0.27 1.70
C -1.14 -0.02 -0.30
C 0.78 -0.35 -1.09
C 0.34 0.41 -0.89
C -0.07 -0.58 -0.70
N 0.85 0.31 -0.11
H -0.12 0.07 0.04
H 0.35 0.27 0.01
H -0.86 0.18 0.57
H 4.48 2.44 2.73
H -1.61 -0.01 -0.74
H 0.14 -0.53 -0.93
H 0.87 -0.87 -0.13
H -0.79 -0.39 -0.35
H 1.22 0.42 0.27
H -0.45 0.01 0.48
H -0.11 -0.38 0.37
H -0.45 -0.14 0.41
C -1.13 2.10 -0.51
O -0.33 -0.56 -0.08
P 0.07 1.14 0.24
O 0.56 -0.20 0.22
C -3.09 1.24 0.86
O 0.75 -0.49 -0.90
C 0.53 0.90 -1.11
H 0.30 -1.92 0.32
H 0.36 0.12 -0.17
H 0.69 -0.21 0.27
H 0.65 -0.28 -0.27
H 0.64 -0.72 -0.61
H 0.86 -0.30 -0.44
H -0.29 -0.15 1.65
H -0.55 0.11 0.00
H -0.21 -0.80 0.11

Properties
Expectation value of S²: 3.786
Frontier orbital gap (spin up / spin down) in eV: 4.898 / 4.364
Charge: +3
2S+1: 4
Energy above the lowest of the compared OMol25 structures with the same formula, charge and spin in kJ/mol: 30.81